The following is a DFT calculation (ωB97M-V/def2-TZVPD) of C28H30ClN3O3Ru as an isolated structure.

- energy above the lowest of the compared OMol25 structures with the same formula, charge and spin (eV) = 0.000
- spin multiplicity = 6
- LUMO energy (alpha / beta) (eV) = -3.3 / -4.1
- molar mass (g mol⁻¹) = 593.1
- expectation value of S² = 8.76
- DFT total energy (Ha) = -2029.79537
- charge = +1

Atoms and positions in Å:
Ru  0.2398  -0.0254  -0.3793
Cl  -6.5044  2.1937  -0.6973
C  -4.8721  1.7232  -1.0436
C  -4.0150  2.6241  -1.6920
C  -2.7232  2.2665  -1.9884
C  -2.2070  1.0078  -1.6220
O  -0.9625  0.7120  -1.9261
C  -3.0817  0.1131  -0.9561
C  -2.6576  -1.2093  -0.5920
N  -1.4228  -1.5521  -0.5220
C  -1.0194  -2.9093  -0.4483
C  -1.7540  -3.9566  0.0279
C  -1.2471  -5.2743  -0.0391
C  -0.0212  -5.5263  -0.5817
C  0.7678  -4.4570  -1.0722
C  2.0549  -4.6277  -1.6318
C  2.7468  -3.5414  -2.0814
C  2.1643  -2.2657  -1.9594
N  0.9753  -2.0700  -1.4439
C  0.2660  -3.1477  -1.0003
C  -4.4190  0.4795  -0.7039
H  -4.3881  3.6030  -1.9641
H  -2.0598  2.9491  -2.5043
H  -3.4408  -1.9558  -0.4458
H  -2.7273  -3.7909  0.4720
H  -1.8500  -6.0876  0.3404
H  0.3627  -6.5365  -0.6413
H  2.4803  -5.6222  -1.6904
H  3.7337  -3.6380  -2.5112
H  2.7000  -1.3824  -2.2853
H  -5.0851  -0.2255  -0.2208
O  -0.9371  0.4050  1.6912
C  -1.8357  1.5494  1.7418
C  -1.2472  2.7161  2.4979
C  0.1609  3.1001  2.0378
C  0.3075  3.4399  0.5763
C  0.2375  4.7603  0.1502
C  0.5229  5.0727  -1.1652
C  0.9068  4.0542  -2.0224
C  0.9267  2.7647  -1.5324
N  0.6045  2.4411  -0.2717
H  -0.4647  0.3558  2.5310
H  -2.7780  1.2281  2.1859
H  -2.0289  1.8288  0.7116
H  -1.2188  2.5000  3.5704
H  -1.9323  3.5584  2.3682
H  0.8567  2.2887  2.2463
H  0.4927  3.9560  2.6261
H  -0.0057  5.5365  0.8640
H  0.4753  6.0975  -1.5096
H  1.1778  4.2490  -3.0502
H  1.2167  1.9537  -2.1878
C  2.8297  0.2262  2.3567
C  2.8308  -0.6558  1.1133
C  4.2574  -0.8734  0.6309
C  2.1743  -1.9978  1.4409
O  2.1204  0.0333  0.0790
H  3.4715  -0.1930  3.1326
H  1.8176  0.3066  2.7626
H  3.1828  1.2278  2.1078
H  4.8428  -1.4073  1.3814
H  4.7378  0.0852  0.4313
H  4.2625  -1.4595  -0.2891
H  2.5574  -2.3968  2.3805
H  2.3560  -2.7373  0.6595
H  1.0880  -1.8845  1.5569

***

The following is a DFT calculation (ωB97M-V/def2-TZVPD) of C5H12O3Tl as an isolated structure.

- energy above the lowest of the compared OMol25 structures with the same formula, charge and spin (eV) = 0.000
- spin multiplicity = 2
- LUMO energy (alpha / beta) (eV) = -7.0 / -12.5
- molar mass (g mol⁻¹) = 324.5
- expectation value of S² = 0.75
- DFT total energy (Ha) = -595.09794
- charge = +2

Atoms and positions in Å:
C  1.8524  1.5269  -1.8751
C  2.2661  0.6280  -0.7720
O  2.8109  -0.5353  -0.9921
Tl  4.4522  -1.3558  -0.2637
H  1.7037  0.9882  -2.8176
H  2.6245  2.3027  -1.9905
H  0.9127  2.0216  -1.5974
H  2.4338  1.0279  0.2398
O  0.5206  -0.3362  -0.3836
H  1.2929  -1.2246  -0.5363
C  -3.5673  -0.3191  0.6195
O  -2.2312  0.0953  0.4891
C  -1.3216  -0.7552  1.1370
C  0.0846  -0.2365  0.9591
H  -4.1968  0.4071  0.0918
H  -3.7210  -1.3188  0.1776
H  -3.8726  -0.3542  1.6799
H  -1.4018  -1.7826  0.7337
H  -1.5415  -0.8074  2.2199
H  0.7574  -0.7943  1.6301
H  0.1421  0.8224  1.2506

***

The following is a DFT calculation (ωB97M-V/def2-TZVPD) of a 2-piece molecular cluster, C9H16NO overall.

- energy above the lowest of the compared OMol25 structures with the same formula, charge and spin (eV) = 3.440
- LUMO energy (eV) = -3.5
- molar mass (g mol⁻¹) = 154.2
- DFT total energy (Ha) = -482.16641
- charge = +1

Atoms and positions in Å:
C  -1.4934  2.1325  -1.5784
C  -1.6524  -1.1702  0.1222
C  -1.1712  -0.6794  1.3993
C  -1.9617  -0.2018  -0.7853
C  -1.5282  1.1062  -0.5781
C  -0.7878  0.5871  1.7396
C  -1.0821  1.5459  0.7060
O  -0.7899  -1.6540  2.4072
H  -1.6734  -2.2173  -0.0083
H  -2.1353  -0.6849  -1.7097
H  -0.6199  1.0317  2.7272
H  -0.5350  -1.0426  3.2208
H  -0.8944  1.9498  -2.4745
H  -0.9994  3.0848  -1.2971
H  -1.1233  2.6630  0.7626
H  -2.4777  2.4533  -2.1449
C  1.8963  -1.3415  -0.0143
C  2.3799  -0.2528  0.7835
N  1.5850  -0.9554  -1.4456
H  2.4226  -2.4124  -0.2184
H  0.9642  -1.6828  0.5134
H  1.7424  0.4880  0.9628
H  3.1051  0.3827  0.2448
H  2.2987  -1.1637  -2.1475
H  0.6097  -1.3775  -1.7092
H  1.2430  0.1019  -1.3732
H  2.6784  -0.6907  1.8952

***

The following is a DFT calculation (ωB97M-V/def2-TZVPD) of one molecule with the formula C4H5NO.

- energy above the lowest of the compared OMol25 structures with the same formula, charge and spin (eV) = 1.352
- LUMO energy (eV) = 0.7
- molar mass (g mol⁻¹) = 83.1
- DFT total energy (Ha) = -285.36491
- SMILES = N#C[C@@H]1C[C@@H]1O

Atoms and positions in Å:
N  2.7414  0.5641  0.5510
C  1.6529  0.1722  0.5891
C  0.3095  -0.3450  0.6725
C  -0.3064  -0.9929  -0.5545
C  -0.8311  0.3126  -0.0959
O  -0.5876  1.3841  -0.9371
H  0.0634  -0.7709  1.6413
H  -0.8925  -1.8943  -0.4108
H  0.2934  -0.9585  -1.4589
H  -1.7852  0.3268  0.4318
H  -0.6578  2.2018  -0.4285

***

The following is a DFT calculation (ωB97M-V/def2-TZVPD) of one molecule with the formula C3H5NO2.

- energy above the lowest of the compared OMol25 structures with the same formula, charge and spin (eV) = 1.617
- LUMO energy (eV) = 0.8
- molar mass (g mol⁻¹) = 87.1
- DFT total energy (Ha) = -322.51492
- SMILES = [H]/N=C/OCC=O

Atoms and positions in Å:
H  2.1753  1.3913  0.2536
N  1.2852  0.9034  0.2049
C  1.3421  -0.0809  -0.5822
O  0.2930  -0.8888  -0.8146
C  -0.7371  -0.8223  0.1682
C  -1.3980  0.5396  0.2829
O  -2.0144  0.8706  1.2638
H  2.2109  -0.4150  -1.1462
H  -0.3432  -1.1160  1.1471
H  -1.4841  -1.5545  -0.1550
H  -1.3297  1.1726  -0.6226

***

The following is a DFT calculation (ωB97M-V/def2-TZVPD) of one molecule with the formula C4H6O2.

- energy above the lowest of the compared OMol25 structures with the same formula, charge and spin (eV) = 7.405
- LUMO energy (eV) = -0.6
- molar mass (g mol⁻¹) = 86.1
- DFT total energy (Ha) = -306.23417

Atoms and positions in Å:
C  1.5790  -0.1300  -0.0648
C  -0.3149  1.1716  -0.1641
C  -1.5241  0.1167  0.0174
C  -0.5736  -1.0813  0.2799
H  2.0543  0.1733  -0.9198
H  2.0817  -0.4884  0.8563
H  0.0560  1.4681  -1.1900
H  -1.7357  0.0174  -1.2199
H  -2.4510  0.1037  0.5987
H  -0.6222  -1.1485  1.5589
O  0.8396  0.9806  0.5358
O  0.6108  -1.1832  -0.2884